{"formula": "C6H12SSi", "method": "wB97M-V/def2-TZVPD", "elements": ["C", "C", "C", "C", "C", "C", "Si", "S", "H", "H", "H", "H", "H", "H", "H", "H", "H", "H", "H", "H"], "positions_angstrom": [[-2.90968, 0.44510, 0.34549], [-1.76588, 0.82918, 0.37679], [-4.24974, -0.12635, 0.20383], [2.89536, 1.27340, 0.01220], [1.35891, -1.12513, 1.21103], [1.02276, -0.42242, -1.72688], [1.24347, 0.30101, 0.02726], [-0.33355, 1.66425, 0.69982], [-4.35855, -1.00931, 0.96724], [-4.44053, -0.59326, -0.85561], [-4.99030, 0.60797, 0.35814], [2.67591, 2.33246, -0.30572], [3.38500, 1.11150, 0.93198], [3.42232, 0.70375, -0.65176], [0.63401, -2.09724, 1.32320], [2.38554, -1.50591, 1.25199], [1.25378, -0.60576, 2.24222], [1.35063, 0.14796, -2.66503], [1.53542, -1.47469, -1.85475], [-0.11487, -0.45652, -1.89145]], "nbo_charge": [0.000, -0.261, -0.676, -1.072, -1.174, -1.153, 1.500, -0.084, 0.234, 0.236, 0.236, 0.251, 0.234, 0.230, 0.266, 0.241, 0.246, 0.248, 0.248, 0.251], "lumo_energy_ev": 0.8, "homo_energy_ev": -8.422, "de_lowest_ev": 0.442, "smiles": "CC#CS[Si](C)(C)C", "e_tot_ha": -923.43939, "gap_ha": 0.3378}